(1)
Here is the ion C5H11N2 with charge +1 from OMol25. Energies are from ωB97M-V/def2-TZVPD.

Values from the calculation:
Net charge   +1
E   -8333.5838 eV
SMILES   C=[N+](C)/C=N\CC
Energy above the lowest of the compared OMol25 structures with the same formula, charge and spin   3.535 eV

Each line ends with the Löwdin charge.
CARTESIAN COORDINATES (ANGSTROEM)
C 1.957 0.330 -1.047  0.1808
N 1.408 -0.457 -0.186  -0.0783
C 1.886 -0.252 1.323  0.0598
C 0.255 -1.401 -0.309  -0.1022
N -0.877 -0.942 -0.228  0.0476
C -1.484 0.148 0.299  -0.2700
C -2.585 0.739 -0.705  -0.0401
H 2.692 1.042 -0.532  0.1474
H 1.880 0.460 -2.106  0.1183
H 2.917 -0.602 1.414  0.1082
H 1.607 0.754 1.420  0.0631
H 1.182 -0.742 2.067  0.1254
H 0.620 -2.350 -0.698  0.1445
H -1.942 -0.345 1.203  0.1509
H -0.811 1.033 0.685  0.1359
H -3.004 -0.094 -1.365  0.1085
H -3.313 1.056 0.003  0.0525
H -2.388 1.624 -1.239  0.0477

(2)
Here is a cluster of 2 separate species, CH5N3O2 in total from OMol25. Energies are from ωB97M-V/def2-TZVPD.

Values from the calculation:
Net charge   0
E   -9678.7495 eV
SMILES   N=C=N.ONO
Energy above the lowest of the compared OMol25 structures with the same formula, charge and spin   3.721 eV

Each line ends with the Löwdin charge.
CARTESIAN COORDINATES (ANGSTROEM)
N 2.305 -1.619 0.712  0.1319
C 1.253 -1.325 0.155  -0.3736
N 0.313 -1.221 -0.593  0.1706
H 2.750 -0.857 1.228  0.0761
H -0.643 -1.334 -0.652  0.0452
O -2.398 1.688 0.701  -0.1138
N -1.280 1.429 -0.067  -0.1769
O -1.898 1.022 -1.303  -0.0940
H -2.773 2.529 0.184  0.1626
H -0.795 0.544 0.379  0.1181
H -1.289 0.395 -1.709  0.0538

(3)
Here is an isolated molecule of C9H8BrF3N2 from OMol25. Energies are from ωB97M-V/def2-TZVPD.

Values from the calculation:
Net charge   0
E   -90636.7631 eV
SMILES   C/C=N\c1ncccc1[C@@H](Br)C(F)(F)F
Energy above the lowest of the compared OMol25 structures with the same formula, charge and spin   0.000 eV

Each line ends with the Löwdin charge.
CARTESIAN COORDINATES (ANGSTROEM)
C -2.146 0.981 0.032  -0.0320
C -1.894 -0.131 -1.002  -0.1825
N -0.789 -0.544 -1.366  0.1328
C 0.494 -0.528 -0.912  -0.3132
N 1.456 -0.020 -1.645  0.1329
C 2.689 -0.034 -1.245  -0.1028
C 3.018 -0.555 0.027  -0.0474
C 2.075 -1.080 0.803  -0.0559
C 0.775 -1.083 0.325  -0.2020
C -0.297 -1.651 1.216  -0.4159
Br 0.140 -3.563 1.800  0.7123
C -0.404 -0.898 2.631  -0.5916
F -1.550 -1.233 3.298  0.1020
F 0.585 -1.082 3.462  0.1353
F -0.341 0.525 2.442  0.0508
H -2.326 0.376 0.899  0.0512
H -3.029 1.554 -0.366  0.0961
H -1.200 1.551 0.086  0.0892
H -2.788 -0.590 -1.321  0.0992
H 3.475 0.274 -1.885  0.1001
H 3.994 -0.625 0.378  0.0879
H 2.208 -1.569 1.705  0.0817
H -1.261 -1.814 0.775  0.0718

(4)
Here is an isolated molecule of C2H7N3O from OMol25. Energies are from ωB97M-V/def2-TZVPD.

Values from the calculation:
Net charge   0
E   -8701.9824 eV
SMILES   CN1N[C@@]1(N)O
Energy above the lowest of the compared OMol25 structures with the same formula, charge and spin   4.295 eV

Each line ends with the Löwdin charge.
CARTESIAN COORDINATES (ANGSTROEM)
C -1.285 1.209 -0.510  -0.1269
N -0.142 0.382 -0.688  0.0143
N 0.927 0.688 0.567  0.1503
C 0.532 -0.549 0.151  -0.7665
N 1.459 -1.287 -0.566  0.1316
O -0.556 -1.285 0.838  0.0006
H -2.126 0.653 -0.078  0.0770
H -1.043 2.029 0.188  0.0780
H -1.591 1.636 -1.467  0.0755
H 0.463 1.095 1.374  0.0909
H 1.234 -2.238 -0.821  0.0935
H 2.369 -0.875 -0.727  0.0947
H -0.242 -1.460 1.739  0.0871

Per-record LUMO, eV: -4.973, 0.585, -0.009, 0.788
Per-record maximum force, eV/A: 3.718, 3.372, 2.817, 4.433